Entry 1:
The following is a DFT calculation (the ωB97M-V functional and the def2-TZVPD basis) of an isolated ion of composition C4H8IN2 and charge +1 at a distorted geometry.

## Properties
Multiplicity: 1
Gap between HOMO and LUMO in eV: 8.01
Maximum force in eV/A: 4.7
LUMO in eV: -5.16
Energy above the lowest of the compared OMol25 structures with the same formula, charge and spin in kcal per mole: 62.5
DFT total energy in eV: -15349.396
Structure (SMILES): C=[N+](C)/C(N)=C\I
Total charge: +1

Structure (XYZ):
```
15
C4H8IN2 | OMol25 | the ωB97M-V functional and the def2-TZVPD basis
C -0.49 -1.36 -1.10
C -1.84 1.23 -0.01
C -0.52 0.84 -0.02
C 0.76 -0.94 0.83
N -0.09 -0.54 -0.20
N 0.77 1.70 0.02
I -3.52 -0.02 -0.07
H 0.13 -2.33 -0.96
H -1.20 -1.14 -1.90
H -2.06 2.31 0.16
H 0.28 -1.37 1.67
H 1.57 -1.71 0.56
H 1.22 -0.06 1.28
H 1.16 1.66 -0.87
H 0.59 2.72 0.28
```

Löwdin population analysis, charges in e, atoms 1 to 6: C 0.168; C -0.530; C -0.333; C -0.046; N -0.165; N 0.090

Entry 2:
The following is a DFT calculation (the ωB97M-V functional and the def2-TZVPD basis) of a single C7H4Cl2O2 molecule at a distorted geometry.

## Properties
Multiplicity: 1
Gap between HOMO and LUMO (spin up / spin down) in eV: 7.32 / 7.78
Maximum force in eV/A: 5.5
LUMO (spin up / spin down) in eV: -0.92 / -0.81
Energy above the lowest of the compared OMol25 structures with the same formula, charge and spin in kcal per mole: 51.5
DFT total energy in eV: -36457.899

Structure (XYZ):
```
15
C7H4Cl2O2 | OMol25 | the ωB97M-V functional and the def2-TZVPD basis
C 1.25 1.40 2.38
C 0.52 0.70 1.67
C 0.05 0.06 -1.96
C -0.14 1.14 -1.24
C 0.20 -1.31 -1.38
C 0.14 -1.37 0.15
C -0.33 -0.09 0.86
O 0.26 -2.27 -2.10
O -1.68 -0.04 0.99
Cl -0.04 0.04 -3.61
Cl -0.58 2.79 -1.39
H 1.81 1.82 3.12
H -0.68 -1.98 0.51
H 1.06 -1.74 0.68
H -1.84 0.86 1.32
```

Löwdin population analysis, charges in e, atoms 1 to 6: C 0.185; C -0.071; C -0.785; C -0.536; C -0.415; C -0.027

Entry 3:
The following is a DFT calculation (the ωB97M-V functional and the def2-TZVPD basis) of a single C14H21BClF9O4S molecule at a distorted geometry.

## Properties
Multiplicity: 1
Gap between HOMO and LUMO in eV: 7.45
Maximum force in eV/A: 8.3
LUMO in eV: -2.57
DFT total energy in eV: -71529.924
Structure (SMILES): CB(O)[C@@H]1[C@@H](CCCCl)[C@H](CC(=O)O)O[C@H]1CCC(F)(F)C(F)(F)S(F)(F)(F)(F)F

Structure (XYZ):
```
51
C14H21BClF9O4S | OMol25 | the ωB97M-V functional and the def2-TZVPD basis
C -1.86 2.32 0.52
B -0.24 2.25 0.93
O 0.44 3.36 1.68
C 0.68 0.93 0.57
C -0.11 -0.37 -0.07
C -1.28 -1.11 0.86
C -2.44 -1.77 -0.10
C -3.98 -1.60 0.49
F -4.13 -0.11 0.71
F -5.04 -1.91 -0.54
C -4.25 -2.28 1.95
F -5.70 -2.03 2.27
F -3.50 -1.58 3.07
S -3.93 -4.09 2.14
F -3.95 -3.86 3.87
F -5.65 -4.37 2.24
F -4.00 -4.45 0.47
F -2.23 -3.95 2.18
F -3.74 -5.77 2.43
O 1.00 -1.30 -0.30
C 2.26 -0.55 -0.62
C 3.17 -1.13 -1.86
C 4.80 -0.85 -1.67
O 5.42 -0.72 -0.49
O 5.67 -0.73 -2.89
C 1.85 1.05 -0.59
C 3.06 2.16 -0.39
C 3.05 3.18 -1.69
C 1.66 4.03 -1.85
Cl 1.90 5.33 -3.17
H -2.18 1.50 -0.25
H -2.18 3.40 0.14
H -2.51 2.14 1.50
H 0.90 2.90 2.47
H 1.28 0.69 1.57
H -0.45 -0.01 -1.15
H -1.71 -0.34 1.66
H -0.73 -2.00 1.41
H -2.43 -1.13 -1.11
H -2.20 -2.88 -0.45
H 2.93 -0.65 0.36
H 3.07 -2.31 -1.98
H 2.89 -0.69 -2.92
H 6.63 -0.63 -2.58
H 1.47 1.25 -1.68
H 4.13 1.64 -0.30
H 2.92 2.80 0.58
H 3.17 2.49 -2.66
H 3.96 3.93 -1.71
H 0.84 3.27 -2.24
H 1.29 4.53 -0.84
```

Löwdin population analysis, charges in e, atoms 1 to 6: C -0.046; B -0.330; O -0.015; C -0.117; C -0.248; C -0.089